Entry 1:
Here is a cluster of 3 separate species, C16H30BrNO8 in total from the Open Molecules 2025 dataset. Energies are from ωB97M-V/def2-TZVPD.

structure (SMILES): C=C[C@H](NCCC)OC(=O)C[C@@H](C)Br.COC(=O)OC.COC(=O)OC
total energy: -3858.20837 Ha
frontier orbital gap: 9.37 eV
E_LUMO: 0.2928 eV

Last column: Mulliken charge in e.
Cartesian coordinates (Å):
C (2.8055, 4.5303, 1.6583)  -0.7799
C (1.9737, 3.3948, 1.9330)  -0.4771
C (1.2477, 2.7232, 0.6417)  -0.0353
N (-0.0228, 3.4085, 0.2795)  -0.1879
C (-1.2096, 2.9358, 1.0438)  -0.7210
C (-1.4473, 3.6423, 2.4709)  -0.2602
C (-2.3917, 2.6549, 3.3377)  -0.9545
O (1.1682, 1.2837, 0.7389)  -0.1444
C (1.2549, 0.6643, -0.5485)  0.3575
O (2.3034, 0.0877, -0.9467)  -0.5445
C (0.0175, 0.6342, -1.5913)  -0.5471
C (0.0604, 1.8230, -2.6662)  -0.0516
C (1.2752, 1.7307, -3.7020)  -1.0011
Br (-1.7238, 1.8057, -3.6118)  -0.1753
H (3.7387, 4.7811, 2.2575)  0.2721
H (2.4862, 5.1466, 0.7414)  0.2465
H (1.7962, 3.0222, 2.9915)  0.3892
H (1.9815, 2.9388, -0.2275)  0.3688
H (0.1144, 4.3943, 0.5849)  0.3961
H (-1.2779, 1.8114, 1.2050)  0.1709
H (-2.1331, 3.2122, 0.4021)  0.2867
H (-2.0642, 4.5966, 2.2550)  0.3158
H (-0.5009, 3.9693, 3.0122)  0.3019
H (-2.1993, 1.5487, 3.1384)  0.1930
H (-2.3489, 2.8443, 4.4606)  0.3206
H (-3.4736, 2.8588, 2.9894)  0.2680
H (-0.9721, 0.6237, -0.9993)  0.3748
H (0.0554, -0.3657, -2.1499)  0.3326
H (0.1137, 2.8697, -2.1844)  0.3278
H (1.1395, 0.8921, -4.4662)  0.2944
H (2.2516, 1.6718, -3.1142)  0.2907
H (1.3096, 2.7151, -4.2956)  0.3612
C (-1.8895, -3.3333, 5.0732)  -0.6044
O (-0.5169, -3.0340, 4.8268)  -0.3407
C (-0.2916, -2.3998, 3.6640)  0.7713
O (-1.1301, -2.0826, 2.8554)  -0.5510
O (1.0284, -2.1805, 3.5588)  -0.3561
C (1.4149, -1.5078, 2.3605)  -0.2469
H (-1.9518, -3.8426, 6.0353)  0.2170
H (-2.4801, -2.4162, 5.1285)  0.2835
H (-2.2829, -4.0002, 4.3029)  0.2857
H (0.9555, -0.5192, 2.3085)  0.0835
H (1.1526, -2.1029, 1.4826)  0.1536
H (2.4979, -1.3834, 2.3807)  0.3179
C (-0.4444, -4.6283, -6.4238)  -0.6379
O (-0.6113, -3.8000, -5.2747)  -0.2878
C (-0.1517, -4.3413, -4.1344)  0.7186
O (0.3660, -5.4249, -4.0225)  -0.5395
O (-0.3697, -3.4643, -3.1405)  -0.2427
C (0.0712, -3.9056, -1.8607)  -0.6714
H (-0.8495, -4.0921, -7.2825)  0.2169
H (0.6142, -4.8248, -6.6068)  0.2947
H (-0.9965, -5.5635, -6.3083)  0.2918
H (1.1507, -4.0719, -1.8618)  0.3280
H (-0.4589, -4.8118, -1.5600)  0.3767
H (-0.1549, -3.1191, -1.1394)  0.1499

Cartesian forces, eV/Å:
C -2.2 -2.6 0.2
C 1.6 1.9 -1.1
C 1.4 1.9 -0.2
N -0.1 -0.6 1.2
C -1.6 0.5 0.4
C -1.1 -0.3 -0.2
C -0.6 0.6 -0.3
O -0.2 0.2 -1.7
C 2.5 -1.8 -2.6
O -3.8 2.4 2.5
C -0.6 0.1 0.8
C 1.0 0.5 0.4
C -0.6 0.7 -0.1
Br 1.1 0.0 0.4
H -2.0 0.2 -0.4
H 1.4 -1.3 1.0
H 0.8 -0.1 -1.6
H -1.1 -0.2 1.4
H -0.1 -0.9 -0.6
H 0.7 1.4 -0.5
H 1.4 -0.6 1.0
H 1.1 -1.3 0.5
H -1.1 -0.7 -0.8
H 0.0 1.5 0.3
H 0.0 -0.2 -1.5
H 1.6 -0.4 0.7
H 1.5 0.4 -1.0
H 0.3 1.5 0.8
H -0.3 -1.9 -0.5
H 0.3 1.0 1.3
H -1.3 -0.3 -0.8
H -0.1 -1.5 0.9
C -0.4 -0.1 0.1
O 0.2 0.2 -0.3
C 0.2 0.0 0.1
O 0.3 -0.1 0.3
O -0.5 -0.2 0.2
C 0.2 0.3 -0.3
H 0.3 0.1 -0.1
H 0.0 -0.1 -0.2
H 0.0 0.2 0.0
H 0.0 -0.2 -0.1
H -0.1 0.1 0.1
H -0.1 -0.1 0.2
C 0.0 -0.2 -0.4
O 0.1 0.0 0.4
C 0.0 0.1 0.0
O -0.2 0.4 0.0
O 0.0 -0.1 -0.5
C 0.2 -0.1 0.5
H 0.0 0.1 0.3
H -0.1 -0.1 0.1
H 0.2 0.0 0.1
H -0.1 -0.1 0.0
H 0.2 0.0 -0.1
H -0.1 0.1 -0.3

Entry 2:
Here is a cluster of 6 separate species, C59H62BrF13O4 in total from the Open Molecules 2025 dataset. Energies are from ωB97M-V/def2-TZVPD.

structure (SMILES): CCC(=O)OCC[C@@]1(CCC(F)(F)C(F)(F)C(F)(F)C(F)(F)C(F)(F)C(F)(F)F)C(=O)O[C@H]([C@@H](Br)CC)[C@]1(CC)Cc1ccccc1.c1ccccc1.c1ccccc1.c1ccccc1.c1ccccc1.c1ccccc1
total energy: -6458.69081 Ha
frontier orbital gap: 9.65 eV
E_LUMO: 0.3613 eV

Last column: Mulliken charge in e.
Cartesian coordinates (Å):
C (6.2132, -1.6169, 2.4705)  -1.1081
C (5.5330, -1.2180, 1.1448)  -0.3168
C (4.8010, 0.0940, 1.2758)  0.4968
O (5.2521, 1.1344, 0.8870)  -0.6001
O (3.6442, 0.1118, 1.9923)  0.0141
C (2.7377, -0.9918, 1.8636)  -2.0369
C (2.1294, -1.1427, 0.4697)  -0.4224
C (0.7532, -0.5052, 0.1789)  2.5040
C (0.2226, -1.1601, -1.1303)  -0.4320
C (-1.1588, -1.8271, -1.1102)  -2.0265
C (-1.1951, -3.3143, -0.7640)  1.0007
F (-0.0805, -3.7669, -0.1405)  -0.2490
F (-2.2493, -3.5590, 0.0639)  -0.3903
C (-1.4775, -4.2520, -1.9760)  0.1107
F (-2.6046, -3.7629, -2.5569)  -0.2747
F (-1.7245, -5.4959, -1.5371)  -0.3031
C (-0.4423, -4.3437, -3.1387)  0.7208
F (-0.2334, -3.0884, -3.6017)  -0.2574
F (-1.0215, -5.0675, -4.1191)  -0.3235
C (0.9783, -4.9543, -2.9253)  0.5976
F (1.6720, -4.1755, -2.0725)  -0.2134
F (1.5852, -4.8787, -4.1305)  -0.2726
C (1.1476, -6.4245, -2.4267)  0.4857
F (0.7584, -6.5161, -1.1447)  -0.2134
F (2.4805, -6.6518, -2.4875)  -0.2763
C (0.4620, -7.5697, -3.2382)  0.6137
F (0.5772, -7.3645, -4.5544)  -0.2310
F (1.0642, -8.7224, -2.9280)  -0.2616
F (-0.8302, -7.6642, -2.9238)  -0.2154
C (-0.1656, -0.7063, 1.3888)  -0.7527
O (-0.5690, -1.7449, 1.8170)  -0.5984
O (-0.4406, 0.4814, 1.9791)  -0.3506
C (0.6099, 1.4008, 1.5433)  0.5029
C (0.4114, 2.8668, 1.9377)  -0.0045
Br (-1.1978, 3.1139, 3.0401)  -0.0306
C (1.6453, 3.4214, 2.6431)  -0.5992
C (1.8698, 2.8975, 4.0613)  -1.3031
C (0.7280, 1.0639, 0.0433)  2.6701
C (1.9802, 1.7498, -0.5094)  -1.5670
C (2.4707, 1.3303, -1.9113)  -1.6486
C (-0.6217, 1.5721, -0.5908)  0.6769
C (-0.5643, 2.2397, -1.9489)  -0.4657
C (-0.1992, 3.5801, -2.0686)  -0.1184
C (-0.1255, 4.1994, -3.3094)  -0.8895
C (-0.4335, 3.4940, -4.4625)  -0.6257
C (-0.8427, 2.1721, -4.3574)  -0.8520
C (-0.9104, 1.5587, -3.1145)  0.3463
H (5.5896, -2.3139, 3.0330)  0.2517
H (7.1527, -2.1246, 2.2521)  0.3537
H (6.4215, -0.7439, 3.0870)  0.3191
H (6.2662, -1.0760, 0.3520)  0.5094
H (4.8670, -2.0169, 0.8143)  0.1835
H (3.2419, -1.9202, 2.1413)  0.4075
H (1.9878, -0.8340, 2.6378)  0.4005
H (1.9995, -2.2199, 0.3274)  0.6198
H (2.8246, -0.8192, -0.3098)  0.3679
H (0.1942, -0.3911, -1.8968)  -0.8557
H (0.9400, -1.8957, -1.4957)  0.3598
H (-1.8583, -1.3321, -0.4369)  0.3265
H (-1.5919, -1.7192, -2.1054)  1.1086
H (1.4914, 1.0658, 2.0856)  -0.5697
H (0.1791, 3.4745, 1.0651)  -0.1110
H (1.5343, 4.5085, 2.6800)  0.5388
H (2.5057, 3.1865, 2.0102)  0.3612
H (1.6911, 1.8221, 4.1324)  0.2331
H (1.2204, 3.4110, 4.7703)  0.4022
H (2.8991, 3.1017, 4.3618)  0.4168
H (2.8021, 1.6057, 0.1950)  0.1808
H (1.7965, 2.8266, -0.5334)  0.8637
H (1.7100, 0.8216, -2.4997)  0.1016
H (2.7595, 2.2121, -2.4861)  0.4128
H (3.3584, 0.6970, -1.8534)  0.2773
H (-1.0858, 2.2775, 0.0979)  0.7218
H (-1.3345, 0.7500, -0.6748)  -0.6471
H (0.0264, 4.1640, -1.1824)  0.3501
H (0.1733, 5.2390, -3.3703)  0.4515
H (-0.3775, 3.9647, -5.4352)  0.3978
H (-1.1170, 1.6031, -5.2376)  0.4529
H (-1.2608, 0.5340, -3.0427)  0.2415
C (2.7528, -4.1985, 5.3709)  -0.5104
C (3.9245, -4.3361, 6.1030)  -0.4484
C (4.6615, -3.2133, 6.4545)  -0.4037
C (4.2280, -1.9510, 6.0723)  -0.5684
C (3.0576, -1.8152, 5.3389)  0.0142
C (2.3188, -2.9370, 4.9868)  -0.4688
H (2.1762, -5.0737, 5.1011)  0.4027
H (4.2633, -5.3200, 6.4008)  0.3926
H (5.5740, -3.3219, 7.0266)  0.3799
H (4.8017, -1.0744, 6.3448)  0.4030
H (2.7227, -0.8296, 5.0373)  0.3543
H (1.4049, -2.8296, 4.4145)  0.5075
C (-3.4454, 5.5650, 4.6734)  -0.4281
C (-4.4992, 6.0443, 5.4387)  -0.3354
C (-4.4004, 7.2793, 6.0639)  -0.4379
C (-3.2420, 8.0323, 5.9277)  -0.3391
C (-2.1873, 7.5510, 5.1640)  -0.5634
C (-2.2881, 6.3174, 4.5337)  -0.0353
H (-3.5325, 4.6056, 4.1791)  0.2977
H (-5.4011, 5.4542, 5.5445)  0.4117
H (-5.2250, 7.6550, 6.6558)  0.3704
H (-3.1632, 8.9962, 6.4137)  0.3664
H (-1.2854, 8.1402, 5.0569)  0.3611
H (-1.4701, 5.9442, 3.9338)  0.2912
C (6.1079, -5.7707, -7.2402)  -0.3763
C (5.2103, -6.5120, -7.9957)  -0.3570
C (3.9450, -6.7872, -7.4961)  -0.5948
C (3.5765, -6.3218, -6.2414)  -0.0116
C (4.4762, -5.5847, -5.4833)  -0.2106
C (5.7411, -5.3087, -5.9838)  -0.5704
H (7.0938, -5.5532, -7.6305)  0.3569
H (5.4971, -6.8758, -8.9739)  0.3558
H (3.2443, -7.3645, -8.0856)  0.3642
H (2.5895, -6.5351, -5.8555)  0.3147
H (4.1920, -5.2255, -4.5028)  0.3390
H (6.4428, -4.7333, -5.3937)  0.3562
C (-6.4264, 6.0277, 2.2370)  0.0795
C (-6.3123, 6.3732, 0.8973)  -0.6255
C (-7.3508, 6.0994, 0.0178)  -0.3243
C (-8.5038, 5.4776, 0.4773)  -0.4849
C (-8.6170, 5.1281, 1.8158)  -0.4158
C (-7.5787, 5.4040, 2.6948)  -0.3787
H (-5.6176, 6.2436, 2.9223)  0.2713
H (-5.4119, 6.8559, 0.5391)  0.3833
H (-7.2619, 6.3708, -1.0265)  0.4015
H (-9.3145, 5.2653, -0.2079)  0.3684
H (-9.5147, 4.6404, 2.1737)  0.3725
H (-7.6676, 5.1316, 3.7391)  0.3436
C (-4.7700, 1.2731, -1.3237)  -0.6311
C (-4.2754, -0.0232, -1.2947)  -0.2180
C (-4.4930, -0.8791, -2.3679)  -0.3435
C (-5.2144, -0.4362, -3.4681)  -0.5534
C (-5.7134, 0.8590, -3.4959)  -0.4454
C (-5.4892, 1.7143, -2.4257)  -0.5160
H (-4.5980, 1.9381, -0.4867)  0.4714
H (-3.7274, -0.3680, -0.4264)  0.5810
H (-4.1101, -1.8897, -2.3422)  0.4678
H (-5.3852, -1.1005, -4.3056)  0.4216
H (-6.2773, 1.2028, -4.3535)  0.3977
H (-5.8779, 2.7242, -2.4481)  0.4585

Cartesian forces, eV/Å:
C -0.1 -0.2 -0.2
C 0.0 -0.2 -0.2
C 0.2 0.0 0.2
O 0.0 0.1 0.0
O -0.3 0.1 -0.2
C 0.3 -0.3 0.2
C -0.2 -0.2 0.3
C -0.2 0.5 -0.9
C -0.1 -0.3 0.1
C 0.0 0.1 -0.2
C -0.2 -0.1 0.1
F 0.0 0.0 -0.1
F 0.1 0.0 0.0
C 0.1 0.3 0.0
F 0.0 -0.3 -0.1
F 0.0 0.1 0.0
C 0.0 0.0 0.1
F 0.0 -0.1 0.0
F 0.0 0.1 0.1
C 0.0 0.0 -0.1
F -0.1 -0.1 0.0
F -0.1 0.0 0.1
C 0.2 0.0 0.0
F 0.0 0.0 -0.2
F -0.2 0.0 0.0
C -0.1 -0.1 0.0
F 0.0 -0.1 0.3
F -0.2 0.3 -0.1
F 0.3 0.0 -0.1
C 0.2 0.2 -0.1
O -0.2 -0.2 0.0
O 0.4 0.1 0.1
C -0.2 -0.4 0.3
C -0.4 -0.1 0.1
Br 0.1 0.0 -0.1
C -0.3 0.1 0.2
C 0.2 0.2 -0.1
C 0.1 0.4 0.7
C 0.2 -0.2 -0.3
C 0.0 0.2 0.0
C 0.0 -0.2 -0.4
C 0.1 0.1 0.0
C 0.0 0.0 -0.1
C 0.0 0.0 0.1
C -0.1 -0.1 0.0
C 0.0 -0.1 0.1
C 0.0 0.0 0.1
H 0.0 0.2 0.1
H 0.0 0.0 0.1
H 0.1 0.0 0.0
H 0.0 0.1 0.1
H 0.0 0.0 0.0
H 0.0 0.1 0.0
H 0.0 0.0 -0.1
H -0.1 0.1 0.0
H 0.1 0.0 0.1
H 0.0 -0.1 0.0
H 0.1 0.1 0.1
H 0.2 -0.1 0.1
H 0.0 0.0 0.1
H 0.2 0.2 -0.2
H 0.1 -0.1 0.0
H 0.2 0.0 -0.1
H 0.0 0.0 0.0
H 0.0 0.0 0.1
H -0.1 -0.2 0.0
H 0.0 -0.1 0.0
H -0.1 0.0 0.0
H -0.1 -0.1 0.1
H 0.1 0.0 0.0
H 0.0 0.0 0.0
H -0.1 -0.1 0.0
H 0.0 0.0 0.0
H 0.0 0.0 0.1
H 0.0 0.0 0.0
H 0.0 0.0 0.0
H 0.0 0.0 0.0
H 0.0 0.1 0.0
H 0.0 0.0 -0.1
C 0.0 0.0 0.0
C 0.0 0.0 0.0
C 0.0 0.0 0.0
C 0.0 0.0 0.0
C 0.0 0.1 -0.1
C 0.0 0.0 0.0
H 0.0 0.0 0.0
H 0.0 0.0 0.0
H 0.0 0.0 0.0
H 0.0 0.0 0.0
H 0.0 0.0 0.0
H 0.0 0.0 0.0
C 0.0 0.0 0.0
C 0.0 0.0 0.0
C 0.0 0.0 0.0
C 0.0 0.0 0.0
C 0.0 0.0 0.0
C 0.0 0.1 0.0
H 0.0 0.0 0.0
H 0.0 0.0 0.0
H 0.0 0.0 0.0
H 0.0 0.0 0.0
H 0.0 0.0 0.0
H 0.0 0.0 0.0
C 0.0 0.0 0.0
C 0.0 0.0 0.0
C 0.0 0.0 0.0
C 0.0 0.0 0.0
C 0.0 0.0 0.0
C 0.0 0.0 0.0
H 0.0 0.0 0.0
H 0.0 0.0 0.0
H 0.0 0.0 0.0
H 0.0 0.0 0.0
H 0.0 0.0 0.0
H 0.0 0.0 0.0
C 0.0 0.0 0.0
C 0.0 0.0 0.0
C 0.0 0.0 0.0
C 0.0 0.0 0.0
C 0.0 0.0 0.0
C 0.0 0.0 0.0
H 0.0 0.0 0.0
H 0.0 0.0 0.0
H 0.0 0.0 0.0
H 0.0 0.0 0.0
H 0.0 0.0 0.0
H 0.0 0.0 0.0
C 0.0 0.0 0.0
C 0.0 0.0 0.0
C 0.0 0.1 0.1
C 0.0 0.0 0.0
C 0.0 0.0 0.0
C 0.0 0.0 0.0
H 0.0 0.0 0.0
H -0.1 0.0 0.0
H 0.0 0.0 0.0
H 0.0 0.0 0.0
H 0.0 0.0 0.0
H 0.0 0.0 0.0

Entry 3:
Here is the molecule C12H28O4Si from the Open Molecules 2025 dataset. Energies are from ωB97M-V/def2-TZVPD.

energy above the lowest of the compared OMol25 structures with the same formula, charge and spin: 81.4 kJ/mol
structure (SMILES): CCO[Si](OCC)(OC(C)(C)C)OC(C)(C)C
total energy: -1064.59282 Ha
frontier orbital gap: 10.56 eV
E_LUMO: 0.7984 eV

Last column: Mulliken charge in e.
Cartesian coordinates (Å):
C (2.4274, 2.6498, -0.0720)  -1.0274
C (1.9260, 1.9420, 1.2183)  -0.1424
O (0.4663, 1.7138, 1.2099)  -0.6605
Si (-0.1683, 0.4464, 0.2438)  0.2642
O (-1.8320, 0.4023, 0.3270)  -0.1173
C (-2.5156, 1.5942, 0.7288)  -0.2232
C (-2.8809, 2.3532, -0.5389)  -1.0496
O (0.2814, 0.8210, -1.2928)  -0.0563
C (-0.0525, -0.1257, -2.3216)  1.6743
C (-1.4843, -0.6796, -2.1382)  -1.4941
C (0.0607, 0.5682, -3.6767)  -1.7951
C (0.8753, -1.3373, -2.2779)  -1.7653
O (0.8036, -0.8605, 0.7977)  -0.1433
C (0.5616, -1.8152, 1.9010)  1.7697
C (1.4984, -2.9238, 1.7713)  -1.8154
C (-0.9098, -2.2619, 1.9799)  -1.4664
C (0.9104, -0.9052, 3.1580)  -1.5634
H (3.5252, 2.7708, -0.1548)  0.3980
H (2.2197, 2.0096, -0.9145)  0.0909
H (1.9785, 3.5862, -0.1140)  0.3161
H (2.2157, 2.4706, 2.0953)  0.4324
H (2.3436, 0.9765, 1.2883)  0.0911
H (-3.4694, 1.3030, 1.2002)  0.3284
H (-1.9838, 2.2010, 1.4814)  0.3120
H (-1.9093, 2.6489, -0.9357)  0.2227
H (-3.5339, 3.1672, -0.2708)  0.4683
H (-3.4820, 1.7730, -1.2981)  0.1884
H (-1.6467, -1.5068, -2.7883)  0.5650
H (-1.5577, -1.1909, -1.1553)  0.2664
H (-2.3605, -0.0094, -2.3754)  0.2199
H (-0.4489, -0.0311, -4.4965)  0.3088
H (-0.2646, 1.6007, -3.5548)  0.4084
H (1.0604, 0.7476, -3.8669)  0.4879
H (0.6406, -2.0589, -1.4833)  0.1718
H (1.8754, -0.9825, -2.2192)  0.4009
H (0.8263, -1.9570, -3.1285)  0.5587
H (1.1260, -3.7653, 2.4129)  0.3638
H (2.5472, -2.8113, 2.0055)  0.3630
H (1.5246, -3.3401, 0.8168)  0.4281
H (-1.5909, -1.4211, 1.7360)  0.2965
H (-1.1241, -2.6693, 2.9715)  0.4604
H (-1.2183, -3.0014, 1.2464)  0.3474
H (1.9884, -0.7113, 3.3498)  0.2784
H (0.3436, -0.0318, 3.1006)  0.4171
H (0.4070, -1.3484, 4.0338)  0.4209

Cartesian forces, eV/Å:
C 1.0 -2.0 0.9
C -0.9 -0.1 -1.7
O -0.1 -0.2 -1.1
Si 2.3 0.7 1.9
O 1.6 0.2 1.4
C -1.8 -0.3 -0.2
C 0.0 -0.5 -0.1
O -0.2 -0.9 0.0
C -1.3 -1.0 -0.8
C -0.6 0.1 0.3
C -1.7 -0.3 0.4
C -0.4 0.0 1.0
O -2.2 0.0 -1.2
C -0.1 3.7 0.9
C 0.3 -2.5 1.5
C -0.3 0.7 -0.4
C -0.4 -2.5 0.5
H -0.4 0.0 0.8
H -0.6 0.2 -0.3
H -0.9 1.7 -0.5
H -0.3 0.7 0.8
H 0.8 -1.2 0.1
H 0.4 -0.3 0.1
H 0.2 -0.2 -0.6
H -0.4 0.5 -0.6
H 0.1 0.8 0.0
H 0.9 0.2 0.9
H 0.3 -0.7 -1.1
H -0.3 0.7 -0.5
H 1.2 -0.3 0.8
H 0.7 1.0 1.0
H -1.0 -0.1 -0.3
H 2.4 -0.2 -0.8
H 0.2 0.7 0.3
H 1.0 0.1 0.4
H -0.3 -0.3 -1.6
H 0.4 0.6 -0.3
H 0.2 0.8 0.4
H -0.4 -0.6 -2.0
H 0.4 -0.3 0.7
H 0.0 0.1 -0.1
H 0.5 -0.4 -0.2
H -0.8 -0.2 -0.4
H -0.5 1.9 -0.6
H 0.8 -0.4 0.1

Entry 4:
Here is the molecule C9H11F2OP from the Open Molecules 2025 dataset. Energies are from ωB97M-V/def2-TZVPD.

energy above the lowest of the compared OMol25 structures with the same formula, charge and spin: 360.1 kJ/mol
structure (SMILES): CP(C)(=O)C(F)(F)c1ccccc1
total energy: -965.82475 Ha
frontier orbital gap: 10.11 eV
E_LUMO: 0.7259 eV

Last column: Mulliken charge in e.
Cartesian coordinates (Å):
C (-3.3096, 0.2478, -0.8385)  -1.1939
P (-1.7999, -0.5639, -0.2065)  0.9681
C (-1.7778, -0.8419, 1.6500)  -1.2988
O (-1.4165, -1.6861, -1.0413)  -0.7239
C (-0.7092, 0.9913, -0.4184)  0.6106
F (-0.8384, 1.4853, -1.6431)  -0.2829
F (-0.9929, 2.0518, 0.3257)  -0.3024
C (0.9751, 0.5135, -0.1202)  0.1774
C (1.5085, -0.2932, -1.1181)  -0.4414
C (2.8604, -0.5620, -1.1433)  -0.5850
C (3.6137, -0.2581, -0.0195)  -0.2367
C (2.9568, 0.2488, 1.1111)  -0.5414
C (1.6116, 0.7539, 1.0606)  -0.2204
H (-3.0458, 0.5844, -1.9105)  0.2601
H (-4.2012, -0.3668, -0.9955)  0.4233
H (-3.8358, 0.8786, -0.1702)  0.4014
H (-1.0083, -1.6319, 1.7051)  0.3033
H (-1.5281, 0.0528, 2.0465)  0.3840
H (-2.7196, -1.0515, 1.8655)  0.5620
H (0.9227, -0.5544, -1.9924)  0.3311
H (3.4093, -1.1324, -1.8689)  0.3686
H (4.7053, -0.5354, -0.1496)  0.2848
H (3.5730, 0.4476, 2.0737)  0.2317
H (1.0468, 1.2219, 1.7978)  0.5206

Cartesian forces, eV/Å:
C -0.4 -1.2 -1.7
P -1.2 2.6 1.0
C 3.3 -1.3 -4.7
O 0.8 -1.4 -0.8
C 4.1 -2.0 0.9
F 0.3 -0.4 -1.8
F -0.6 0.5 2.0
C -4.1 0.0 -1.6
C 0.2 0.7 -1.5
C 0.1 -0.4 1.1
C 0.5 -0.3 0.3
C 1.1 1.7 2.0
C 2.3 -1.7 -1.7
H -0.4 0.1 2.0
H 0.6 -1.2 -0.2
H 0.5 1.9 0.6
H -0.6 0.3 0.6
H 1.1 2.7 1.7
H -4.0 -1.6 1.5
H -0.2 0.0 0.2
H -0.5 0.0 -0.8
H -1.4 0.6 1.1
H -1.1 -0.5 -1.7
H -0.2 0.9 1.6